1.
C41H66BGe2N7SeTc as an isolated structure, computed with ωB97M-V/def2-TZVPD.

Each line ends with the Mulliken spin population.
Cartesian coordinates (Å):
H  -3.11  -3.35  -4.04  0.0003
H  3.66  4.85  1.16  -0.0006
Tc  0.19  0.00  -0.04  2.2430
C  2.67  -0.60  -4.50  0.0002
C  4.30  -0.39  -0.15  0.0155
C  -3.52  0.91  -0.19  0.0141
H  -1.06  -6.20  0.30  -0.0001
C  -2.12  -1.68  -3.10  0.0349
H  -1.59  4.43  -2.76  0.0000
C  0.07  2.10  3.62  0.0273
Ge  0.65  2.42  1.74  0.0565
C  -2.80  4.48  0.23  0.0084
H  -2.55  5.27  2.21  0.0000
H  -1.50  2.46  5.03  0.0038
C  -0.68  -4.33  1.36  -0.0055
B  2.42  -1.55  -1.49  0.0343
N  0.67  -2.68  0.00  0.0152
H  3.16  -4.21  -2.86  0.0001
C  -0.66  3.71  1.15  -0.0468
H  -2.09  -4.86  -0.22  0.0002
C  2.63  4.49  1.10  -0.0006
N  1.34  -0.86  -2.41  -0.0272
C  4.00  -1.80  3.68  0.0007
H  0.25  1.08  3.94  0.0031
C  -1.34  2.55  3.96  0.0080
C  0.42  -3.92  0.41  0.0206
H  4.24  -4.02  -1.48  0.0002
H  4.94  0.33  -2.06  0.0006
C  -3.19  -0.67  -3.51  -0.0020
H  1.99  5.26  1.54  -0.0001
H  2.37  4.41  0.04  -0.0048
H  -5.19  5.56  -1.94  0.0000
H  -1.97  -2.61  1.04  0.0068
H  5.43  -0.01  1.70  0.0013
H  -0.61  4.66  1.68  -0.0108
H  3.42  -5.56  -1.75  0.0000
C  -2.41  -2.25  -1.71  -0.0206
H  -2.09  1.94  3.46  -0.0003
H  3.18  2.41  1.43  0.0005
H  -3.44  -2.61  -1.67  -0.0043
H  -2.27  -1.51  -0.93  0.0526
C  0.11  -0.93  -4.24  -0.0388
C  -1.70  3.48  0.34  0.0357
H  0.52  -5.93  2.26  0.0000
H  0.81  -0.60  3.12  0.0048
H  -1.51  3.59  3.68  -0.0009
C  -1.61  -5.32  0.65  -0.0002
H  -0.04  3.67  -2.47  -0.0132
C  -2.15  -2.84  -4.11  0.0003
C  -4.11  6.29  1.18  -0.0014
H  0.64  -4.38  3.09  0.0002
C  -1.49  -3.15  1.86  0.0387
Ge  -1.81  1.78  -0.69  0.0040
C  -0.04  -5.04  2.56  -0.0008
H  -2.93  -0.18  -4.45  -0.0006
C  3.30  -4.48  -1.81  0.0007
H  2.46  -0.38  -5.54  0.0009
H  -2.28  -3.50  2.53  -0.0018
C  1.33  -4.82  -0.18  0.0052
H  -1.74  -3.08  -1.49  0.0016
C  3.24  -0.45  1.79  0.0175
H  -3.56  0.97  0.90  0.0052
H  3.16  0.27  5.18  -0.0005
H  3.32  -1.87  -2.20  0.0010
H  1.38  -5.89  -0.04  0.0002
C  1.59  -1.27  3.48  -0.0009
H  0.80  2.73  4.14  0.0005
H  -0.18  -0.96  -5.28  0.0002
H  -5.65  0.84  -0.51  0.0004
H  -0.82  -5.36  3.26  0.0000
H  3.28  -1.50  -4.45  0.0012
H  -1.17  1.41  -3.10  -0.0141
C  2.49  3.15  1.83  0.0079
H  -2.02  -2.49  -5.13  0.0002
H  -3.32  0.10  -2.75  0.0023
H  -5.02  2.48  -0.48  0.0001
H  3.82  -2.09  4.72  0.0001
C  4.49  -0.21  1.20  -0.0180
H  -0.88  -2.44  2.41  -0.0024
H  6.24  0.07  -0.88  0.0007
C  -1.02  0.05  1.57  -0.0644
N  2.33  -0.67  0.84  -0.0239
C  2.99  -0.71  3.26  -0.0027
N  1.74  -2.77  -0.86  0.0222
H  5.03  -1.45  3.59  -0.0002
C  -0.71  -1.12  -3.12  0.0374
C  2.15  -4.06  -0.97  0.0031
C  -4.86  6.39  0.02  0.0017
H  -2.39  -5.66  1.33  0.0000
H  -3.43  3.90  -1.74  0.0031
C  -3.59  4.57  -0.92  0.0026
C  5.29  -0.32  -1.26  -0.0017
C  -0.99  3.55  -2.99  0.0109
H  1.43  -1.45  4.55  -0.0009
H  4.24  0.93  3.95  0.0002
C  -3.10  5.35  1.28  -0.0008
C  -4.80  1.46  -0.81  -0.0007
H  -4.31  6.95  2.01  -0.0001
N  0.04  -1.02  -2.02  -0.0713
H  -2.70  2.24  -3.04  0.0021
H  3.26  0.22  -4.08  0.0010
C  1.39  -0.77  -3.76  0.0366
H  2.52  1.31  3.91  0.0013
H  1.48  -2.21  2.95  0.0107
C  -1.69  2.24  -2.63  0.0323
N  -1.78  -0.11  2.42  0.1056
H  5.48  -1.30  -1.70  0.0008
H  -5.65  7.12  -0.06  0.0001
Se  1.13  1.98  -0.87  0.4193
H  2.73  3.28  2.88  0.0024
C  3.24  0.53  4.12  0.0030
H  -4.77  1.46  -1.90  0.0001
N  3.00  -0.68  -0.35  -0.0023
H  -0.77  3.58  -4.06  0.0019
H  3.88  -2.69  3.06  0.0001
H  -3.44  -0.15  -0.42  0.0119
C  -4.60  5.52  -1.03  -0.0012
H  -4.14  -1.18  -3.64  -0.0002
H  -1.36  -3.57  -3.89  -0.0004

## Properties
spin multiplicity: 4
<S²>: 3.81
Kohn-Sham gap (spin up / spin down): 6.89 / 6.22 eV

2.
C41H66FN7PSSi4TeV as an isolated structure at a distorted geometry, computed with ωB97M-V/def2-TZVPD.

Each line ends with the Mulliken spin population.
Cartesian coordinates (Å):
H  -3.14  -2.29  2.67  -0.0001
H  -5.26  -1.96  -1.69  0.0000
C  0.87  -0.47  -5.28  -0.0001
N  1.96  0.32  3.25  0.0499
V  1.81  -0.58  0.58  0.8978
C  0.62  -1.55  3.20  -0.0205
N  0.07  0.33  -4.35  0.0002
C  -0.20  -2.43  2.51  -0.0065
C  5.91  -1.31  -0.56  0.0041
H  3.97  -1.57  2.76  -0.0010
S  1.29  -2.49  -0.73  -0.0280
C  -3.33  0.72  3.68  0.0000
H  -0.31  -2.33  1.44  0.0550
H  0.31  -1.05  -2.79  -0.0025
H  2.80  -5.55  2.83  0.0002
H  2.64  -3.35  1.75  0.0068
H  -0.53  4.84  -1.77  0.0000
C  1.04  -6.43  0.08  0.0015
H  -2.81  -4.04  -0.75  0.0001
N  2.72  1.12  1.20  -0.0230
C  -3.81  3.20  1.98  -0.0002
H  3.51  2.11  4.33  0.0002
C  6.56  -1.56  0.63  0.0029
C  -0.84  -3.45  3.18  -0.0233
H  -1.24  -4.37  5.09  0.0012
H  -5.65  -3.18  -0.47  0.0000
H  2.31  5.61  -1.61  0.0000
C  -5.77  1.32  -1.76  0.0004
H  -2.75  3.46  1.94  0.0000
H  0.67  -1.53  -5.10  -0.0001
C  -3.36  0.14  -3.20  0.0000
N  1.78  2.06  -4.43  -0.0002
H  3.25  1.91  -2.97  0.0021
H  -3.62  1.39  4.49  0.0000
H  0.57  -0.23  -6.31  0.0000
C  -0.72  -3.57  4.56  0.0182
C  0.95  -5.19  -0.53  -0.0036
H  -0.64  5.86  -0.32  0.0000
H  -6.41  1.44  1.23  0.0001
C  4.50  -1.50  1.81  0.0282
C  0.50  0.01  -2.99  0.0029
H  0.60  5.52  1.87  0.0001
C  1.51  -4.06  0.07  -0.0133
H  0.59  -7.29  -0.40  -0.0001
C  2.18  5.57  -0.52  0.0001
H  -3.71  -0.28  3.91  0.0000
C  3.78  -1.24  0.64  -0.0896
C  0.35  1.74  -4.59  0.0005
N  1.95  0.28  -2.78  0.0157
C  4.42  2.86  2.54  0.0043
C  4.53  -1.16  -0.54  0.0080
C  0.06  -2.66  5.26  -0.0091
H  -4.25  3.67  2.87  0.0000
H  -6.33  1.45  3.00  0.0000
F  7.91  -1.71  0.62  0.0002
H  -3.77  -0.87  -3.12  0.0000
C  2.19  -4.21  1.28  0.0108
H  -4.03  3.37  -2.93  0.0000
C  3.57  1.92  0.51  0.0050
H  0.05  2.00  -5.61  0.0000
C  3.56  2.09  3.25  0.0024
H  -1.31  4.20  -0.33  -0.0003
H  0.16  -2.73  6.33  -0.0004
Si  -3.64  -1.92  0.23  0.0010
H  2.49  -1.59  -3.54  -0.0015
H  -3.70  0.57  -4.15  0.0000
H  1.77  -7.54  1.76  -0.0001
C  -5.89  1.01  2.10  0.0001
H  6.42  -1.87  2.74  -0.0003
H  -6.06  -1.48  -0.20  0.0000
C  1.70  -6.57  1.29  -0.0022
N  1.37  -0.59  2.46  0.0270
C  -5.31  -2.15  -0.62  0.0001
H  3.60  1.42  -5.24  0.0000
H  -3.36  3.64  -1.31  -0.0001
H  5.11  3.38  0.53  0.0011
H  -1.44  -3.04  -0.23  0.0067
H  1.77  6.52  -0.18  0.0001
C  0.74  -1.66  4.58  0.0374
Si  -4.04  1.34  2.05  0.0002
H  3.53  1.83  -0.57  0.0357
H  -4.87  -2.09  2.37  0.0000
C  -2.43  -3.01  -0.68  -0.0012
H  1.38  -0.97  5.11  0.0027
H  -2.27  0.05  -3.25  0.0001
H  -2.24  0.66  3.64  0.0004
H  5.10  3.53  3.05  0.0003
C  4.43  2.79  1.12  0.0131
H  6.48  -1.24  -1.48  -0.0002
H  0.42  -5.07  -1.47  0.0002
C  2.72  1.17  2.56  0.0064
Si  -3.02  0.34  0.23  -0.0039
H  2.23  1.45  -6.38  0.0000
C  -0.50  4.84  -0.68  0.0002
C  -3.34  2.97  -2.17  -0.0001
C  -3.95  -2.54  1.98  0.0000
H  3.75  -0.33  -3.64  0.0002
H  -0.07  0.61  -2.29  -0.0008
Si  -3.88  1.22  -1.76  0.0009
H  -2.29  -2.63  -1.70  0.0000
H  1.84  4.29  2.22  0.0000
C  2.28  -5.46  1.88  0.0016
H  -6.26  0.37  -1.53  0.0000
H  -0.22  2.34  -3.89  -0.0001
H  -2.33  2.99  -2.58  0.0001
Te  -0.63  0.96  0.40  -0.0118
C  2.18  1.69  -3.07  0.0036
H  4.02  -0.97  -1.48  -0.0069
H  -6.11  -0.06  2.11  -0.0001
C  2.68  -0.53  -3.75  0.0035
P  1.09  4.13  -0.09  0.0014
C  5.88  -1.67  1.82  -0.0031
H  -4.29  3.63  1.10  -0.0001
H  1.62  2.30  -2.34  -0.0068
H  -1.44  -4.16  2.62  -0.0003
N  2.30  -0.22  -5.14  0.0001
H  -6.12  2.05  -1.02  0.0000
C  0.90  4.48  1.70  -0.0011
H  -6.11  1.65  -2.75  0.0001
H  -4.07  -3.63  1.98  0.0000
C  2.53  1.21  -5.36  0.0002
H  0.15  3.81  2.11  0.0003
H  3.16  5.43  -0.07  -0.0005

## Properties
spin multiplicity: 2
<S²>: 0.80
Kohn-Sham gap (spin up / spin down): 6.05 / 5.97 eV
total charge: -1

It is found that the energy above the lowest of the compared OMol25 structures with the same formula, charge and spin values, taken in the order of the records, are 33.2, 8.5 kcal/mol.